(1)
ORCA calculation (ωB97M-V with the def2-TZVPD basis set) on 2 unconnected molecules or ions with the total composition C2H5NO2S in a non-equilibrium geometry.

Output
HOMO-LUMO gap (alpha / beta): 7.98 / 7.98 eV
LUMO level (alpha / beta): -0.66 / -0.66 eV
HOMO level (alpha / beta): -8.64 / -8.64 eV

ORCA input file:
```
! wB97M-V def2-TZVPD RIJCOSX def2/J DEFGRID3
* xyz 0 1
C 0.69 1.20 0.37
C 1.32 -0.99 -0.42
N 1.22 -0.06 0.40
O -1.35 2.84 0.28
O -1.45 -1.37 -0.17
S -0.88 1.51 -0.19
H -2.37 -1.22 -0.37
H 1.25 1.77 1.07
H 1.57 -1.97 -0.06
H -1.13 -0.81 0.56
H 1.12 -0.90 -1.47
*
```

natural (NBO) population analysis, charges in e, atoms 1 to 4: -0.298, 0.028, -0.437, -0.913

=====

(2)
ORCA calculation (ωB97M-V with the def2-TZVPD basis set) on a single C2H5NO2S molecule in a non-equilibrium geometry.

Output
HOMO-LUMO gap: 10.69 eV
LUMO level: -0.13 eV
HOMO level: -10.82 eV
SMILES string: C/C=N/[SH](=O)=O

ORCA input file:
```
! wB97M-V def2-TZVPD RIJCOSX def2/J DEFGRID3
* xyz 0 1
C -0.37 0.25 0.72
C -0.95 0.24 -0.63
N 0.64 -0.69 0.89
O 0.06 -0.11 3.33
O 2.48 -0.19 2.69
S 1.14 -0.70 2.58
H -0.79 0.89 1.46
H -0.32 -0.30 -1.37
H -1.29 1.28 -0.97
H -1.94 -0.34 -0.48
H 1.26 -2.05 3.01
*
```

natural (NBO) population analysis, charges in e, atoms 1 to 4: 0.194, -0.692, -0.665, -0.954

=====

(3)
ORCA calculation (ωB97M-V with the def2-TZVPD basis set) on a single C2H5NO2Se molecule in a non-equilibrium geometry.

Output
HOMO-LUMO gap: 9.91 eV
LUMO level: 0.41 eV
HOMO level: -9.50 eV
SMILES string: N[C@@H]([SeH])C(=O)O

ORCA input file:
```
! wB97M-V def2-TZVPD RIJCOSX def2/J DEFGRID3
* xyz 0 1
C 0.41 1.34 0.12
C -0.02 -0.10 0.45
N -1.14 -0.47 -0.41
O 0.05 1.62 -1.16
O 0.96 2.10 0.83
Se 1.68 -1.11 -0.06
H -0.08 -0.35 1.46
H -0.50 0.81 -1.56
H -2.01 -0.53 0.10
H -1.11 -1.41 -0.81
H 1.74 -1.91 1.05
*
```

natural (NBO) population analysis, charges in e, atoms 1 to 4: 0.755, -0.256, -0.874, -0.705

=====

(4)
ORCA calculation (ωB97M-V with the def2-TZVPD basis set) on 2 unconnected molecules or ions with the total composition C2H5NO3 in a non-equilibrium geometry.

Output
HOMO-LUMO gap: 10.65 eV
LUMO level: 0.23 eV
HOMO level: -10.42 eV
SMILES string: CC=O.O=NO

ORCA input file:
```
! wB97M-V def2-TZVPD RIJCOSX def2/J DEFGRID3
* xyz 0 1
C -1.01 0.32 -0.70
C -1.41 -0.25 0.66
N 2.19 0.52 0.38
O 1.76 -0.76 -0.04
O 2.91 0.93 -0.49
O -0.68 -0.95 1.30
H -0.10 -0.23 -0.98
H -1.72 0.21 -1.53
H -0.73 1.32 -0.53
H -2.35 -0.10 1.19
H 1.13 -1.01 0.74
*
```

natural (NBO) population analysis, charges in e, atoms 1 to 4: -0.740, 0.456, 0.349, -0.584

=====

(5)
ORCA calculation (ωB97M-V with the def2-TZVPD basis set) on 2 unconnected molecules or ions with the total composition C2H5NO3 in a non-equilibrium geometry.

Output
HOMO-LUMO gap (alpha / beta): 7.85 / 10.87 eV
LUMO level (alpha / beta): 0.58 / 0.08 eV
⟨S²⟩: 2.0069
HOMO level (alpha / beta): -7.27 / -10.80 eV

ORCA input file:
```
! wB97M-V def2-TZVPD RIJCOSX def2/J DEFGRID3
* xyz 0 3
C -2.17 -0.78 -0.86
C 1.38 0.13 1.31
N 0.39 -0.36 -0.73
O -2.51 -1.63 -1.57
O 0.22 1.08 -0.81
O 0.99 -0.82 0.38
H -2.83 0.03 -0.43
H 2.14 -0.44 1.89
H 0.44 0.39 1.97
H 1.69 1.08 0.69
H 0.27 1.34 -1.84
*
```

natural (NBO) population analysis, charges in e, atoms 1 to 4: 0.357, -0.304, 0.177, -0.472

=====

(6)
ORCA calculation (ωB97M-V with the def2-TZVPD basis set) on 2 unconnected molecules or ions with the total composition C2H5NO3 in a non-equilibrium geometry.

Output
HOMO-LUMO gap (alpha / beta): 8.97 / 4.52 eV
LUMO level (alpha / beta): -5.70 / -10.15 eV
⟨S²⟩: 0.7554
HOMO level (alpha / beta): -14.67 / -14.67 eV

ORCA input file:
```
! wB97M-V def2-TZVPD RIJCOSX def2/J DEFGRID3
* xyz 1 2
O 3.46 0.34 -0.38
C 2.30 -0.03 -0.73
N 1.23 0.26 -0.03
C -0.14 -0.24 -0.34
O -0.39 -1.37 -0.27
H 2.17 -0.64 -1.63
H 1.36 0.92 0.73
H -0.85 0.56 -0.57
H -3.14 -0.05 0.28
H -2.61 0.12 1.75
O -3.38 0.14 1.18
*
```

natural (NBO) population analysis, charges in e, atoms 1 to 4: 0.003, 0.471, -0.578, 0.531

=====

(7)
ORCA calculation (ωB97M-V with the def2-TZVPD basis set) on a molecular structure, C2H5NO3S in a non-equilibrium geometry.

Output
HOMO-LUMO gap: 10.04 eV
LUMO level: 0.60 eV
HOMO level: -9.43 eV

ORCA input file:
```
! wB97M-V def2-TZVPD RIJCOSX def2/J DEFGRID3
* xyz 0 1
C -1.17 -0.96 -0.34
C -0.14 -0.63 0.70
N -0.65 1.35 -0.93
O 1.03 1.91 0.94
O -1.14 0.12 -1.34
O 1.97 0.39 -0.54
S 0.49 0.99 -0.02
H -0.89 -1.82 -0.92
H -2.07 -0.85 0.13
H -0.65 -0.31 1.66
H 0.68 -1.28 0.97
H 2.55 1.09 -0.32
*
```

natural (NBO) population analysis, charges in e, atoms 1 to 4: -0.116, -0.650, -0.565, -0.920

=====

(8)
ORCA calculation (ωB97M-V with the def2-TZVPD basis set) on 2 unconnected molecules or ions with the total composition C2H5NO3Si in a non-equilibrium geometry.

Output
HOMO-LUMO gap: 11.11 eV
LUMO level: 0.40 eV
HOMO level: -10.72 eV
SMILES string: CO[SiH]=O.N=C=O

ORCA input file:
```
! wB97M-V def2-TZVPD RIJCOSX def2/J DEFGRID3
* xyz 0 1
C -1.85 1.31 -0.25
C 1.98 -0.10 -0.05
N -2.22 2.18 0.47
O -1.08 -1.33 1.20
O -1.30 0.64 -1.02
O 1.22 -1.14 -0.44
Si -0.21 -1.79 0.04
H 2.03 0.68 -0.88
H 3.01 -0.56 0.08
H 1.62 0.48 0.75
H -2.94 2.22 1.21
H -0.28 -2.59 -1.09
*
```

natural (NBO) population analysis, charges in e, atoms 1 to 4: 0.881, -0.235, -0.758, -1.197

=====

(9)
ORCA calculation (ωB97M-V with the def2-TZVPD basis set) on a single C2H5NO4 molecule in a non-equilibrium geometry.

Output
HOMO-LUMO gap: 10.92 eV
LUMO level: 0.31 eV
HOMO level: -10.61 eV
SMILES string: CC(O)(O)[N+](=O)[O-]

ORCA input file:
```
! wB97M-V def2-TZVPD RIJCOSX def2/J DEFGRID3
* xyz 0 1
C 0.23 -0.96 0.91
C 0.33 0.12 -0.11
N -0.98 0.06 -1.08
O -2.11 0.10 -0.52
O -0.78 0.18 -2.30
O 1.45 0.13 -0.79
O 0.09 1.49 0.33
H 0.81 -0.59 1.70
H -0.78 -1.23 1.34
H 0.64 -1.83 0.48
H 1.63 0.98 -1.14
H -0.53 1.54 1.16
*
```

natural (NBO) population analysis, charges in e, atoms 1 to 4: -0.678, 0.636, 0.464, -0.405

=====

(10)
ORCA calculation (ωB97M-V with the def2-TZVPD basis set) on a single C2H5NOS molecule in a non-equilibrium geometry.

Output
HOMO-LUMO gap: 9.10 eV
LUMO level: 0.46 eV
HOMO level: -8.64 eV

ORCA input file:
```
! wB97M-V def2-TZVPD RIJCOSX def2/J DEFGRID3
* xyz 0 1
C -0.36 -0.17 0.53
C 0.36 -0.27 -1.74
N 0.61 0.01 -0.37
O -1.35 0.20 3.08
S 0.10 0.21 2.16
H -1.78 1.13 2.90
H 1.13 0.07 -2.45
H 0.25 -1.36 -1.93
H -0.50 0.33 -2.05
H 1.54 -0.15 -0.14
*
```

natural (NBO) population analysis, charges in e, atoms 1 to 4: -0.148, -0.415, -0.591, -0.830

=====

(11)
ORCA calculation (ωB97M-V with the def2-TZVPD basis set) on a single C2H5NOS molecule in a non-equilibrium geometry.

Output
HOMO-LUMO gap: 10.04 eV
LUMO level: 0.57 eV
HOMO level: -9.47 eV
SMILES string: CC(=O)NS

ORCA input file:
```
! wB97M-V def2-TZVPD RIJCOSX def2/J DEFGRID3
* xyz 0 1
C 0.97 1.45 -0.09
C 1.06 -0.12 0.01
H 1.63 2.12 -0.73
H 1.04 1.95 0.96
H -0.14 1.70 -0.12
H -0.11 -1.78 -0.16
H -1.58 0.46 1.20
N -0.18 -0.76 -0.04
O 2.05 -0.85 0.06
S -1.76 -0.02 -0.05
*
```

natural (NBO) population analysis, charges in e, atoms 1 to 4: -0.765, 0.677, 0.263, 0.239

=====

(12)
ORCA calculation (ωB97M-V with the def2-TZVPD basis set) on a single C2H5NOS molecule in a non-equilibrium geometry.

Output
HOMO-LUMO gap: 9.11 eV
LUMO level: 0.49 eV
HOMO level: -8.62 eV
SMILES string: CONC=S

ORCA input file:
```
! wB97M-V def2-TZVPD RIJCOSX def2/J DEFGRID3
* xyz 0 1
C 1.49 0.47 -0.06
C -1.56 -0.38 0.47
H 2.22 0.09 0.76
H 0.80 1.21 0.41
H 1.91 0.80 -1.05
H -0.74 -0.40 -1.38
H -1.25 -0.45 1.52
N -0.55 -0.63 -0.40
O 0.76 -0.75 -0.10
S -3.07 0.04 -0.17
*
```

natural (NBO) population analysis, charges in e, atoms 1 to 4: -0.279, -0.070, 0.217, 0.188

=====

(13)
ORCA calculation (ωB97M-V with the def2-TZVPD basis set) on a single C2H5NOS molecule in a non-equilibrium geometry.

Output
HOMO-LUMO gap: 10.01 eV
LUMO level: 0.74 eV
HOMO level: -9.26 eV

ORCA input file:
```
! wB97M-V def2-TZVPD RIJCOSX def2/J DEFGRID3
* xyz 0 1
C -1.25 -1.20 -0.30
C -0.67 -0.56 0.66
N 0.84 1.56 -0.04
O 1.80 -0.82 -0.43
S 1.29 0.01 0.57
H -2.25 -1.56 -0.11
H -0.81 -1.21 -1.28
H -0.95 -0.32 1.67
H 0.35 1.97 -0.81
H 1.66 2.13 0.08
*
```

natural (NBO) population analysis, charges in e, atoms 1 to 4: -0.427, -0.329, -1.098, -0.959

=====

(14)
ORCA calculation (ωB97M-V with the def2-TZVPD basis set) on 2 unconnected molecules or ions with the total composition C2H5NP2 in a non-equilibrium geometry.

Output
HOMO-LUMO gap (alpha / beta): 8.66 / 6.82 eV
LUMO level (alpha / beta): -0.49 / -0.94 eV
HOMO level (alpha / beta): -9.16 / -7.76 eV

ORCA input file:
```
! wB97M-V def2-TZVPD RIJCOSX def2/J DEFGRID3
* xyz 0 1
C 0.77 0.04 -0.13
C 2.21 -0.30 0.17
N -2.50 0.84 -0.27
P -3.71 -0.02 0.13
P -0.37 -1.00 0.56
H 0.42 0.87 -0.66
H 2.36 -1.29 0.69
H 2.73 -0.59 -0.74
H 2.80 0.70 0.48
H -4.71 0.75 -0.22
*
```

natural (NBO) population analysis, charges in e, atoms 1 to 4: -0.609, -0.679, -0.774, 0.741

=====

(15)
ORCA calculation (ωB97M-V with the def2-TZVPD basis set) on a molecular structure, C2H5NS in a non-equilibrium geometry.

Output
HOMO-LUMO gap: 8.55 eV
LUMO level: 0.29 eV
HOMO level: -8.26 eV

ORCA input file:
```
! wB97M-V def2-TZVPD RIJCOSX def2/J DEFGRID3
* xyz 0 1
C -0.51 -1.51 -0.93
C 0.69 1.66 1.10
H -0.21 -0.90 -1.95
H 0.40 -2.13 -0.39
H -1.58 -1.98 -1.21
H -0.31 2.12 1.68
H 1.57 2.27 1.06
N 0.60 0.75 0.07
S -0.64 -0.29 0.56
*
```

natural (NBO) population analysis, charges in e, atoms 1 to 4: -0.780, -0.141, 0.247, 0.253

=====

(16)
ORCA calculation (ωB97M-V with the def2-TZVPD basis set) on a single C2H5NS molecule in a non-equilibrium geometry.

Output
HOMO-LUMO gap (alpha / beta): 8.09 / 8.24 eV
LUMO level (alpha / beta): -0.18 / 0.14 eV
HOMO level (alpha / beta): -8.27 / -8.10 eV

ORCA input file:
```
! wB97M-V def2-TZVPD RIJCOSX def2/J DEFGRID3
* xyz 0 1
C 0.12 -0.06 -1.20
C 0.72 0.62 0.10
N -0.53 0.47 0.83
S -0.76 -0.79 1.75
H -0.74 0.19 -1.73
H 0.32 -1.10 -1.17
H 1.62 0.03 0.31
H 1.19 1.59 -0.18
H -1.95 -0.97 1.30
*
```

natural (NBO) population analysis, charges in e, atoms 1 to 4: -0.241, -0.312, -0.602, 0.327

=====

(17)
ORCA calculation (ωB97M-V with the def2-TZVPD basis set) on 2 unconnected molecules or ions with the total composition C2H5NS2 in a non-equilibrium geometry.

Output
HOMO-LUMO gap: 8.19 eV
LUMO level: -0.05 eV
HOMO level: -8.24 eV

ORCA input file:
```
! wB97M-V def2-TZVPD RIJCOSX def2/J DEFGRID3
* xyz 0 1
C -0.32 1.55 -0.33
C -1.09 -0.78 0.35
N -0.92 0.53 -0.03
S 2.84 0.15 -0.27
S -2.72 -0.18 0.04
H -0.76 2.48 -0.70
H -0.54 -1.64 -0.21
H -0.91 -1.06 1.42
H 2.81 -1.02 0.34
H 1.62 -0.03 -0.61
*
```

natural (NBO) population analysis, charges in e, atoms 1 to 4: 0.058, -0.361, -0.360, -0.254

=====

(18)
ORCA calculation (ωB97M-V with the def2-TZVPD basis set) on a single C2H5NS2 molecule in a non-equilibrium geometry.

Output
HOMO-LUMO gap: 9.14 eV
LUMO level: 0.59 eV
HOMO level: -8.55 eV
SMILES string: CN(S)C=S

ORCA input file:
```
! wB97M-V def2-TZVPD RIJCOSX def2/J DEFGRID3
* xyz 0 1
C -1.18 -0.13 -1.85
C -0.82 0.43 0.57
H -0.42 -0.25 -2.58
H -1.90 0.68 -1.90
H -1.84 -0.95 -1.74
H 1.84 -0.01 0.01
H -1.87 0.69 0.47
N -0.37 -0.03 -0.61
S 1.23 -0.73 -0.89
S -0.06 0.62 2.00
*
```

natural (NBO) population analysis, charges in e, atoms 1 to 4: -0.412, -0.087, 0.226, 0.216

=====

(19)
ORCA calculation (ωB97M-V with the def2-TZVPD basis set) on 2 unconnected molecules or ions with the total composition C2H5NS2 in a non-equilibrium geometry.

Output
HOMO-LUMO gap (alpha / beta): 5.38 / 5.30 eV
LUMO level (alpha / beta): -2.86 / -2.85 eV
HOMO level (alpha / beta): -8.23 / -8.15 eV

ORCA input file:
```
! wB97M-V def2-TZVPD RIJCOSX def2/J DEFGRID3
* xyz 0 1
C 0.06 -0.34 0.24
C -0.72 0.85 -0.19
N 1.96 -2.02 0.22
S 4.64 0.70 0.08
S 1.55 -0.65 -0.41
H -0.35 -1.02 0.97
H -0.13 1.49 -0.84
H -1.06 1.42 0.68
H -1.62 0.53 -0.72
H 2.88 -2.32 -0.09
*
```

natural (NBO) population analysis, charges in e, atoms 1 to 4: -0.470, -0.649, -1.050, -0.018

=====

(20)
ORCA calculation (ωB97M-V with the def2-TZVPD basis set) on a molecular structure, C2H5NS2 in a non-equilibrium geometry.

Output
HOMO-LUMO gap: 8.31 eV
LUMO level: -0.53 eV
HOMO level: -8.84 eV

ORCA input file:
```
! wB97M-V def2-TZVPD RIJCOSX def2/J DEFGRID3
* xyz 0 1
C -0.20 -0.49 0.47
C 1.14 -0.12 0.05
H -1.52 -1.00 -1.17
H -1.43 0.80 -0.75
H -0.46 -1.64 0.68
H -0.51 -0.22 1.53
H 0.31 2.34 -0.20
N -1.41 -0.14 -0.38
S 1.68 1.54 -0.04
S 2.41 -1.08 -0.19
*
```

natural (NBO) population analysis, charges in e, atoms 1 to 4: -0.347, -0.318, 0.374, 0.366

=====

What did we get for energy above the lowest of the compared OMol25 structures with the same formula, charge and spin? Answer: 69.5; 57.2; 1.1; 90.7; 67.6; 29.5; 125.4; 32.1; 114.7; 75.7; 33.4; 76.4; 73.0; 101.2; 77.5; 102.0; 108.3; 33.1; 120.8; 60.9 kcal per mole, in the order shown.